83
Properties=species:S:1:pos:R:3:forces:R:3 method="wB97M-V/def2-TZVPD" spin_multiplicity=1 gap_ev=5.7 e_above_lowest_kj_mol=0.00 energy_ev=-58660.991
Ba 0.281 0.881 0.255 0.514 -0.359 -0.527
Cl 1.080 4.700 2.067 -0.823 0.990 -0.584
O 0.259 2.359 -1.980 0.488 0.298 -0.779
O 0.391 3.580 1.435 -0.245 -0.650 -0.190
O 2.474 4.369 2.149 0.423 -0.011 0.067
O 2.556 -0.680 0.627 -0.406 -0.204 0.007
O -2.090 2.057 0.420 -1.310 0.597 1.575
O 0.516 4.924 3.366 0.174 -0.264 0.196
O 1.326 0.687 2.920 -0.069 -0.670 0.835
O 0.203 -0.935 -1.813 -0.407 0.761 0.963
O 0.861 5.875 1.243 0.445 -0.638 0.294
N 2.779 1.939 -0.479 0.040 0.052 -0.148
N -1.290 -0.044 2.355 -0.885 -0.892 0.832
N -0.630 -2.059 -1.841 0.598 -1.530 -0.459
C -2.816 2.966 -0.407 0.017 -0.156 -0.525
C 3.609 -0.363 -0.233 0.587 1.055 -1.013
C 0.563 0.157 3.984 -0.457 -0.501 1.212
C -2.046 -1.782 -1.996 -0.257 -0.051 0.046
C -2.269 -1.360 -3.457 -0.391 0.228 -0.139
C -2.944 1.579 1.500 0.175 -0.741 0.077
C -0.935 -4.501 -1.251 0.052 0.162 -0.022
C -2.159 1.085 2.728 0.275 0.241 -0.323
C -0.594 -0.693 3.490 0.089 -0.126 -0.722
C 1.319 -3.476 -1.288 0.482 0.075 0.694
C 2.507 3.150 -1.279 -0.531 -0.001 -0.209
C -2.159 -4.306 -2.123 0.391 0.259 0.347
C -0.666 2.338 -3.076 0.575 0.100 0.256
C -2.571 -0.696 -1.062 -0.267 0.958 0.142
C 3.238 0.770 -1.223 0.409 -0.429 -0.437
C -0.154 -3.173 -0.995 -0.149 0.193 0.071
C 2.895 -1.655 1.597 0.990 0.242 -0.300
C -0.286 -2.868 0.517 -0.315 0.221 -0.131
C -2.899 -3.041 -1.718 -0.293 -0.415 -0.779
C 1.464 2.984 -2.410 1.036 0.075 0.264
C 2.587 1.113 3.430 0.069 0.997 -0.678
H 0.217 0.925 4.690 -0.134 0.431 -0.511
H 1.164 -0.465 4.664 0.272 -0.177 -0.401
H -0.259 1.765 -3.911 -0.039 -0.216 0.114
H -0.277 -1.672 3.110 0.531 0.296 -0.205
H -3.329 -1.265 -3.719 -0.050 0.016 0.274
H 3.966 -1.222 -0.812 -0.121 -0.134 0.122
H 3.174 -2.610 1.139 -0.373 -0.024 -0.130
H 3.450 3.471 -1.737 -0.192 0.266 -0.247
H 4.148 1.034 -1.787 0.142 -0.266 0.111
H 4.464 0.044 0.333 -0.019 -0.318 0.263
H 1.957 -2.592 -1.252 -0.277 0.151 -0.280
H -3.663 -0.606 -1.109 -0.014 -0.292 0.002
H -1.291 -1.028 4.270 0.086 0.757 0.392
H -2.783 -5.200 -2.082 -0.146 0.087 -0.077
H -3.549 0.778 1.063 0.021 -0.245 0.185
H 1.225 3.958 -2.850 0.046 0.207 0.351
H -3.307 -3.027 -0.704 0.318 -0.297 0.176
H -2.152 3.746 -0.773 0.139 -0.028 0.189
H -1.815 -0.391 -3.664 0.313 -0.176 -0.013
H 2.163 3.924 -0.593 0.115 -0.025 0.099
H -2.300 -0.868 -0.017 -0.007 -0.267 -0.053
H -3.224 2.430 -1.271 -0.062 -0.022 0.056
H 0.235 -3.623 1.110 -0.085 0.039 0.136
H 2.458 1.975 4.091 -0.061 -0.117 0.123
H 2.063 -1.764 2.282 -0.010 -0.026 0.033
H -1.946 -0.791 2.119 0.086 0.260 -0.671
H -1.580 1.910 3.151 0.255 0.005 -0.281
H -1.580 1.887 -2.709 -0.104 0.049 -0.170
H 1.974 2.460 -3.229 -0.503 -0.567 -0.005
H -0.795 3.370 -3.417 -0.386 -0.036 0.049
H -3.652 3.410 0.130 0.113 0.137 0.074
H 2.553 0.443 -2.011 -0.494 -0.082 0.469
H 3.144 1.486 2.570 0.084 -0.135 0.063
H 0.108 -1.885 0.765 0.320 0.059 -0.048
H 3.137 0.321 3.938 -0.145 -0.180 -0.039
H -2.828 0.776 3.540 -0.391 0.115 -0.235
H -1.859 -2.123 -4.117 0.205 0.115 -0.027
H 3.597 2.182 0.075 -0.463 0.208 0.510
H -3.675 2.302 1.865 0.335 0.530 -0.275
H -0.276 -5.252 -1.692 0.043 0.066 -0.057
H 1.686 -4.112 -0.472 -0.067 -0.180 -0.099
H -3.770 -3.050 -2.382 -0.134 0.555 0.198
H 3.807 -1.310 2.106 -0.249 -0.036 0.333
H -2.231 0.318 -1.299 0.271 -0.256 -0.220
H -1.241 -4.919 -0.287 -0.070 0.039 0.004
H -1.346 -2.851 0.792 0.034 -0.160 0.076
H -1.851 -4.135 -3.157 0.020 -0.278 -0.037
H 1.488 -4.042 -2.203 -0.176 0.286 -0.233

=====

85
Properties=species:S:1:pos:R:3:forces:R:3 method="wB97M-V/def2-TZVPD" spin_multiplicity=1 gap_ev=7.6 charge=-1 energy_ev=-76484.577
In -0.066 -0.297 -0.221 -0.502 -0.981 -0.173
S 0.805 1.923 -1.162 -0.779 0.504 0.400
P 1.123 -1.058 1.913 -0.586 0.087 0.045
F 2.900 1.143 -2.653 0.072 0.780 0.828
F 3.405 1.636 -0.554 -0.469 0.257 -0.953
F 2.949 3.259 -1.993 -0.002 -1.340 0.339
O 2.087 -2.365 1.690 0.405 0.277 -0.187
O 0.097 -1.421 2.926 -0.212 -0.116 0.155
O 3.164 -2.296 -3.053 -0.580 0.310 1.033
O 0.701 2.995 -0.178 0.464 -0.003 0.237
O -0.448 -9.638 -0.288 0.057 0.038 -0.220
O 0.617 -5.092 2.650 -0.002 0.025 -0.272
O 2.843 -1.158 -1.148 -0.365 -0.308 -0.120
O 0.063 2.192 -2.390 0.436 -0.310 -0.477
O 2.124 0.056 2.517 0.392 -0.013 -0.573
O -2.948 -0.197 -4.190 -0.121 -0.096 -0.088
C -1.722 5.611 0.827 -0.108 0.561 0.476
C -1.788 4.437 1.795 -0.039 -0.063 -0.863
C -1.841 -1.506 -5.920 -0.015 -0.023 0.038
C -3.031 -0.643 -5.535 0.254 0.117 0.087
C 0.757 -5.807 1.421 0.178 -0.026 0.166
C -0.462 7.854 1.084 0.093 0.372 0.383
C -0.010 -1.894 -1.786 0.418 0.548 0.880
C 2.490 -2.093 -2.051 0.745 -0.213 -1.046
C -1.598 6.954 1.577 0.428 -0.081 -0.480
C 1.211 -2.808 -1.752 -0.153 -0.169 -0.484
C -2.423 0.638 1.616 -0.255 0.047 -0.521
C 0.722 -11.474 -1.390 -0.076 0.014 -0.004
C -1.683 1.930 1.896 -0.473 0.028 0.503
C 2.627 1.988 -1.608 0.325 0.653 -0.590
C 0.727 -10.005 -1.006 -0.072 -0.144 0.174
C 2.539 8.357 2.824 -0.147 0.113 0.163
C -2.192 0.116 0.200 0.915 0.268 0.519
C 0.084 8.722 2.219 0.176 -0.292 0.170
C -2.226 3.128 1.131 0.348 0.244 0.460
C 1.247 -7.225 1.643 0.016 0.020 0.132
C 1.090 7.963 3.108 -0.049 0.369 -0.304
H 0.749 -9.378 -1.895 -0.027 0.060 0.014
H -1.927 -1.861 -6.949 0.008 0.016 -0.002
H 2.228 -7.222 2.127 0.028 0.017 -0.061
H -2.506 0.851 -0.533 -0.304 -0.039 -0.246
H 2.640 8.725 1.809 0.133 -0.104 -0.288
H -0.859 5.508 0.180 0.113 -0.269 -0.276
H -0.795 4.288 2.210 0.175 0.072 0.312
H -3.956 -1.213 -5.613 -0.044 0.020 0.034
H -0.794 8.510 0.284 -0.130 -0.071 -0.310
H 0.577 9.608 1.829 0.011 0.246 -0.091
H 3.545 -0.649 -1.569 0.318 0.098 0.056
H 1.550 -3.145 1.866 -0.294 -0.189 0.246
H 0.853 8.182 4.143 0.055 -0.227 0.335
H -0.886 -2.488 -1.548 -0.277 -0.082 -0.084
H 1.135 -3.575 -2.519 0.061 -0.179 -0.153
H -1.416 6.757 2.629 -0.043 -0.110 0.279
H -2.517 7.528 1.508 -0.278 0.019 0.167
H -0.744 9.057 2.839 -0.227 0.184 -0.010
H -3.108 0.221 -6.207 -0.049 -0.061 -0.074
H -3.312 3.088 1.160 -0.287 -0.064 -0.294
H -2.486 4.702 2.584 -0.021 -0.103 0.403
H -1.806 2.157 2.958 0.084 0.017 0.213
H -0.911 -0.941 -5.827 0.001 0.019 -0.048
H 2.216 -0.095 3.461 0.016 -0.026 0.392
H 0.684 -12.105 -0.499 0.065 -0.003 0.006
H 1.617 -11.734 -1.957 0.010 -0.002 0.016
H -2.609 5.635 0.200 -0.156 -0.129 -0.206
H 3.230 7.536 2.975 0.148 -0.182 -0.017
H -0.149 -1.448 -2.764 -0.035 0.012 -0.259
H 1.479 -5.068 3.076 0.037 -0.013 0.124
H 1.447 -5.271 0.760 -0.032 -0.027 -0.107
H 1.282 -3.332 -0.806 0.128 0.103 0.407
H 0.975 6.897 2.941 -0.150 -0.242 0.119
H 0.560 -7.766 2.294 -0.047 -0.006 -0.039
H -1.879 3.130 0.103 -0.064 -0.103 -0.251
H -0.226 -5.811 0.955 -0.032 0.060 0.022
H -2.188 -0.126 2.349 0.275 -0.112 0.125
H -0.482 -10.169 0.511 -0.030 -0.017 0.104
H 1.614 -9.773 -0.405 0.059 0.010 -0.080
H -3.492 0.850 1.727 -0.186 0.028 0.153
H -2.716 -0.825 0.070 -0.141 -0.153 -0.348
H -1.769 -2.367 -5.255 -0.024 -0.017 -0.002
H -2.140 0.319 -4.096 0.041 0.067 0.139
H 0.359 7.253 0.699 0.113 -0.144 -0.184
H 2.855 9.164 3.479 0.050 0.198 0.082
H -0.155 -11.704 -1.994 0.009 0.018 -0.037
H 1.327 -7.761 0.698 -0.011 -0.001 -0.025
H -0.613 1.835 1.730 0.231 -0.044 -0.088